(1)
The following is a DFT calculation (wB97M-V/def2-TZVPD) of a structure of composition C38H34Cl2N6O4RuS in a non-equilibrium geometry.

Structure (XYZ):
```
86
Properties=species:S:1:pos:R:3
Ru -0.10757 -0.17708 0.58438
C -1.48269 1.66401 3.42059
C -1.99794 0.28704 3.77961
C -3.27875 0.12981 4.31944
C -3.65078 -1.16385 4.61396
C -2.82047 -2.25563 4.46332
C -1.52324 -2.10560 3.93744
C -0.49974 -3.21550 3.94350
C -1.18695 -0.86450 3.56151
N 0.07307 -0.56645 2.87747
C 1.22938 -0.37611 3.40351
C 1.37661 -0.42212 4.90374
C 2.39036 -0.00074 2.50626
C 3.74963 0.33840 3.12060
N 2.07814 0.25313 1.27149
C 3.10003 0.60730 0.27897
C 3.80468 -0.40740 -0.42076
C 3.46681 -1.90642 -0.19107
C 4.70575 0.02591 -1.36163
C 4.81024 1.37400 -1.63379
C 4.15671 2.33677 -0.90674
C 3.21861 1.97544 0.03409
C 2.42050 2.92311 0.86254
H -2.29328 2.41849 3.17237
H -0.90525 1.69253 2.48851
H -0.79889 2.12700 4.13245
H -3.99198 1.01916 4.44670
H -4.64845 -1.32114 5.07278
H -3.19033 -3.20194 4.78724
H -0.81650 -4.22064 4.18010
H 0.32984 -3.00317 4.64152
H -0.00100 -3.22758 3.00981
H 0.48249 -0.86096 5.29075
H 1.78035 0.48562 5.35823
H 2.10693 -1.19280 5.08217
H 3.62478 1.42054 3.41567
H 4.42419 0.21327 2.28794
H 4.03295 -0.26861 3.98042
H 2.42573 -2.01460 -0.42037
H 3.52072 -2.23024 0.85510
H 3.97448 -2.62975 -0.90368
H 5.21880 -0.70518 -1.96201
H 5.48913 1.61545 -2.43772
H 4.34291 3.38779 -1.09151
H 2.91643 3.92753 0.82069
H 2.41070 2.57195 1.90897
H 1.43360 3.10607 0.41366
Cl -3.08206 3.42366 0.52064
C -3.56128 1.79495 0.55497
C -4.94455 1.52496 0.94207
C -5.33720 0.20079 1.07031
Cl -6.82604 -0.14324 1.78831
C -4.40675 -0.89054 0.92751
C -4.65078 -2.23307 1.01246
C -3.62844 -3.16983 0.86790
C -2.32976 -2.81181 0.69385
N -1.98766 -1.52698 0.57958
C -2.99131 -0.56390 0.64616
C -2.61213 0.79816 0.41564
O -1.44087 1.11590 -0.08606
H -5.57849 2.34264 1.14579
H -5.68563 -2.63395 0.99216
H -3.67236 -4.26760 1.06289
H -1.54148 -3.48272 0.54772
O 0.61586 4.33421 -7.94183
S -0.54787 3.65048 -7.42524
O -0.81616 3.85313 -6.01016
O -1.64732 3.53530 -8.35270
C 0.11648 1.89065 -7.28829
N 0.51626 1.21251 -8.39186
C 0.84040 -0.04493 -8.24270
C 0.73495 -0.72924 -7.01777
C 0.47699 0.10597 -5.87293
N 0.21687 1.38695 -6.05157
C 0.57216 -0.17529 -4.44847
C 0.46490 -1.42330 -3.90020
C 0.39025 -1.66321 -2.59836
N 0.39272 -0.53579 -1.71661
C 0.64675 0.68086 -2.26121
C 0.76606 0.84651 -3.62987
H 1.16222 -0.62166 -9.12774
H 0.94914 -1.79649 -6.83928
H 0.24747 -2.19966 -4.61021
H 0.33612 -2.63850 -2.16780
H 0.89599 1.53609 -1.60112
H 1.04579 1.75563 -4.08418
```

Properties
HOMO (alpha / beta) = -9.987 / -10.188 eV
lowest unoccupied orbital energy (alpha / beta) = -3.29 / -6.63 eV
M = 842.77 g/mol
max |F| = 0.107 Eh/bohr
energy above the lowest of the compared OMol25 structures with the same formula, charge and spin = 0.0 kcal/mol
multiplicity = 6
orbital gap (alpha / beta) = 6.70 / 3.56 eV
net charge = +1



(2)
The following is a DFT calculation (wB97M-V/def2-TZVPD) of a cluster of 8 separate species, C38H34Cl4N6O12 in total in a non-equilibrium geometry.

Structure (XYZ):
```
94
Properties=species:S:1:pos:R:3
C -5.40186 0.69754 -0.15652
C -4.34990 -0.17576 0.00289
C -4.56252 -1.44635 0.47018
C -5.79386 -1.78620 0.91088
C -6.89751 -0.93562 0.83955
C -6.67684 0.33746 0.37551
N -5.92370 -3.11346 1.43951
O -7.02701 -3.51135 1.81855
O -4.92792 -3.83916 1.54709
H -5.27769 1.66938 -0.59832
H -3.34529 0.12352 -0.24225
H -3.75445 -2.14958 0.56592
H -7.87840 -1.24927 1.16471
H -7.50843 0.99931 0.18621
C 8.39189 5.86137 0.77554
C 7.29482 6.11362 1.56964
C 6.32616 5.17632 1.76616
C 6.47893 3.98146 1.09855
C 7.54618 3.67109 0.25946
C 8.52179 4.65214 0.12381
N 5.46761 2.99546 1.36589
O 5.55694 1.95928 0.76031
O 4.59091 3.24148 2.16997
H 9.13298 6.61498 0.66536
H 7.21163 7.10675 1.98036
H 5.47943 5.27501 2.45403
H 7.63130 2.72578 -0.23488
H 9.40765 4.40896 -0.46931
C 1.77873 -5.66573 -0.80378
C 2.68771 -4.63379 -0.44291
C 2.89558 -3.59631 -1.34611
C 2.18471 -3.61663 -2.52978
C 1.38773 -4.63339 -2.96328
C 1.16996 -5.68390 -2.04374
N 2.43882 -2.52492 -3.43467
O 3.43791 -1.82520 -3.22299
O 1.61936 -2.24600 -4.29634
H 1.55630 -6.48789 -0.13245
H 3.32258 -4.66111 0.46290
H 3.67496 -2.89094 -1.18571
H 0.92573 -4.59263 -3.93467
H 0.45873 -6.51832 -2.28546
C -3.25742 1.45615 -4.57756
C -2.66188 0.69382 -3.59012
C -1.26763 0.79319 -3.47376
C -0.56951 1.47884 -4.41108
C -1.15622 2.14279 -5.45107
C -2.52962 2.22958 -5.49128
N 0.90993 1.55264 -4.26925
O 1.57471 1.93468 -5.20143
O 1.37096 1.23953 -3.18335
H -4.32218 1.38614 -4.68681
H -3.26252 -0.03637 -3.06565
H -0.76886 0.29172 -2.66174
H -0.47605 2.60243 -6.15630
H -3.02824 2.81536 -6.25343
C -2.76580 0.07553 4.32321
C -4.04680 -0.42128 4.21182
C -5.02425 0.30507 3.58275
C -4.69332 1.57098 3.13174
C -3.40924 2.06229 3.18628
C -2.41382 1.30406 3.75845
N -5.71495 2.41132 2.51088
O -6.87620 2.20956 2.89169
O -5.37142 3.33898 1.77747
H -2.00580 -0.42423 4.94478
H -4.36667 -1.35470 4.64769
H -6.02049 -0.06915 3.45361
H -3.19168 3.04479 2.83724
H -1.44845 1.75800 3.96562
C 2.31978 0.93539 1.76525
C 1.13301 0.51275 2.39711
C 0.18849 -0.28508 1.74270
C 0.48819 -0.71014 0.49492
C 1.60340 -0.30246 -0.17648
C 2.53688 0.51605 0.48175
N -0.45260 -1.56456 -0.25025
O -1.50298 -1.73986 0.32181
O -0.07694 -2.09091 -1.26321
H 2.98966 1.63141 2.23746
H 0.82361 0.83723 3.36752
H -0.71010 -0.58403 2.27639
H 1.72041 -0.57451 -1.22354
H 3.42459 0.81217 -0.06255
C 4.98498 -0.68902 3.76105
Cl 6.77150 -0.50210 3.79057
Cl 4.30440 -1.81478 4.95256
H 4.49905 0.25626 3.96397
H 4.69240 -1.14100 2.81821
C -2.31042 -3.88679 -2.38636
Cl -3.70718 -2.93047 -3.11471
Cl -2.26618 -5.49926 -3.17743
H -1.36526 -3.41394 -2.57626
H -2.54690 -3.99147 -1.34068
```

Properties
HOMO = -9.963 eV
lowest unoccupied orbital energy = -0.95 eV
M = 908.53 g/mol
max |F| = 0.062 Eh/bohr
energy above the lowest of the compared OMol25 structures with the same formula, charge and spin = 0.0 kcal/mol
SMILES = O=[N+]([O-])c1ccccc1.O=[N+]([O-])c1ccccc1.O=[N+]([O-])c1ccccc1.O=[N+]([O-])c1ccccc1.O=[N+]([O-])c1ccccc1.O=[N+]([O-])c1ccccc1.ClCCl.ClCCl
multiplicity = 1
orbital gap = 9.01 eV



(3)
The following is a DFT calculation (wB97M-V/def2-TZVPD) of a structure of composition C38H34ClN4O4Tl.

Structure (XYZ):
```
82
Properties=species:S:1:pos:R:3
Tl -1.46110 -0.64278 -2.86839
C -3.69734 -2.98970 0.46354
C -3.86228 -2.78622 -1.01871
C -4.58029 -1.69970 -1.50372
C -4.74395 -1.49509 -2.86895
C -5.49593 -0.29844 -3.38502
C -4.19256 -2.41940 -3.75337
C -3.49030 -3.52930 -3.29487
C -2.90503 -4.51360 -4.27329
C -3.32655 -3.69613 -1.92552
H -4.53110 -3.57407 0.85979
H -3.68094 -2.03155 0.98199
H -2.77589 -3.52911 0.68544
H -4.99318 -0.98416 -0.80394
H -6.39319 -0.60435 -3.92550
H -4.87086 0.28108 -4.06814
H -5.78758 0.35667 -2.56545
H -4.32027 -2.27573 -4.82209
H -3.68125 -4.92132 -4.92246
H -2.42475 -5.34576 -3.75787
H -2.16254 -4.02844 -4.91196
H -2.77448 -4.55222 -1.55020
C 8.88274 -0.52088 7.31622
O 8.40786 -1.69561 6.68468
C 7.39993 -1.56638 5.79413
C 6.94261 -2.74708 5.20981
C 5.92021 -2.71811 4.28666
C 5.32203 -1.51000 3.91787
C 5.78669 -0.33750 4.50721
C 6.81204 -0.35697 5.43600
C 4.24850 -1.43251 2.93181
N 3.65431 -0.32239 2.55758
C 2.74734 -0.68668 1.60307
C 2.78883 -2.04973 1.39036
N 3.75719 -2.51255 2.24557
C 1.97062 -2.70864 0.43297
C 1.91998 -4.09663 0.24135
C 1.11284 -4.61368 -0.74129
C 0.36031 -3.72693 -1.51530
N 0.36362 -2.42482 -1.32629
C 1.14052 -1.89200 -0.37461
C 1.10315 -0.44437 -0.18129
N 0.32127 0.30477 -0.98778
C 0.24538 1.60356 -0.78011
C 0.91990 2.25798 0.25660
C 1.74697 1.52556 1.06657
C 1.87160 0.14879 0.84222
H 9.66079 -0.84745 7.99992
H 8.08975 -0.02302 7.87997
H 9.30596 0.17924 6.59153
H 7.40958 -3.68015 5.49660
H 5.58964 -3.65579 3.85594
H 5.32600 0.59672 4.21698
H 7.14749 0.57488 5.86981
H 4.06372 -3.46327 2.33745
H 2.50844 -4.75347 0.87100
H 1.05008 -5.67941 -0.91302
H -0.27471 -4.09050 -2.31635
H -0.37418 2.15946 -1.47553
H 0.78395 3.32074 0.40117
H 2.31467 1.97262 1.87234
C -4.53646 5.95856 -0.60770
C -3.37211 6.03721 -1.55824
C -2.54470 7.15338 -1.58388
C -1.52358 7.24904 -2.51405
Cl -0.51159 8.66411 -2.52652
C -1.30277 6.24474 -3.44001
C -2.11197 5.12182 -3.41221
C -3.13162 5.01035 -2.47828
O -3.93961 3.90578 -2.52968
C -3.75206 2.94868 -1.50268
C -2.82073 1.80289 -1.92250
O -2.05167 1.97226 -2.89491
O -2.87359 0.77307 -1.20253
H -4.83001 6.95269 -0.27407
H -4.30061 5.36486 0.27762
H -5.38406 5.48459 -1.10293
H -2.70717 7.96682 -0.88825
H -0.50935 6.34152 -4.16798
H -1.95938 4.29943 -4.09789
H -4.72639 2.54079 -1.23507
H -3.30683 3.39892 -0.61144
```

Properties
HOMO = -7.944 eV
lowest unoccupied orbital energy = -0.15 eV
M = 850.55 g/mol
max |F| = 0.011 Eh/bohr
energy above the lowest of the compared OMol25 structures with the same formula, charge and spin = 2.6 kcal/mol
multiplicity = 1
orbital gap = 7.80 eV